A cluster of 4 separate species, C13H35O13P3 in total in a non-equilibrium geometry, computed with ωB97M-V/def2-TZVPD.

The geometry in XYZ format:
```
64
Properties=species:S:1:pos:R:3
C 1.785 -5.187 3.128
O 0.868 -4.141 3.408
P 0.442 -3.854 4.901
O 0.001 -5.028 5.632
O 1.667 -3.100 5.545
C 2.308 -2.043 4.828
O -0.624 -2.717 4.677
C -1.893 -2.882 5.326
H 1.751 -5.969 3.892
H 2.797 -4.801 3.009
H 1.477 -5.692 2.212
H 1.595 -1.305 4.453
H 2.844 -2.453 3.973
H 2.984 -1.538 5.510
H -1.770 -3.265 6.337
H -2.525 -3.587 4.782
H -2.395 -1.919 5.332
C 0.706 5.045 1.912
O -0.031 4.712 0.735
P 0.277 3.393 -0.073
O -0.690 3.107 -1.114
O 0.454 2.252 1.018
C -0.652 1.744 1.736
O 1.759 3.596 -0.548
C 2.515 2.505 -1.069
H 1.270 4.197 2.299
H -0.016 5.333 2.677
H 1.365 5.882 1.699
H -0.874 0.702 1.510
H -1.571 2.313 1.571
H -0.447 1.817 2.808
H 3.157 2.080 -0.295
H 3.120 2.889 -1.885
H 1.868 1.696 -1.412
C -1.669 -2.358 1.168
O -2.463 -1.487 0.335
P -1.990 -1.202 -1.144
O -0.556 -1.062 -1.363
O -2.868 0.067 -1.443
C -2.608 0.860 -2.608
O -2.599 -2.366 -2.019
C -4.013 -2.625 -1.962
H -2.254 -3.228 1.444
H -1.389 -1.748 2.024
H -0.735 -2.636 0.680
H -1.726 1.479 -2.434
H -3.469 1.484 -2.809
H -2.345 0.223 -3.458
H -4.553 -1.783 -2.393
H -4.323 -2.855 -0.948
H -4.194 -3.472 -2.621
C 2.475 2.559 -5.777
C 2.088 1.494 -4.747
C 0.676 1.894 -4.294
O 0.253 2.908 -5.186
C 1.100 2.952 -6.311
H 3.149 2.144 -6.529
H 3.000 3.431 -5.380
H 2.830 1.345 -3.963
H 2.029 0.547 -5.290
H 0.696 2.290 -3.281
H 0.035 1.013 -4.360
H 1.083 3.991 -6.655
H 0.825 2.354 -7.191
```

Computed properties:
- Energy above the lowest of the compared OMol25 structures with the same formula, charge and spin: 0.000 eV
- 2S+1: 1
- E_HOMO: -9.351 eV
- Molecular weight: 492.33 u
- SMILES string: COP(=O)(OC)OC.COP(=O)(OC)OC.COP(=O)(OC)OC.C1CCOC1

Atom charges from the natural (NBO) analysis, given in e for atoms 1 to 4:
1 C -0.26
2 O -0.82
3 P 2.58
4 O -1.09



A cluster of 9 separate species, C4H28N2O9 in total in a non-equilibrium geometry, computed with ωB97M-V/def2-TZVPD.

The geometry in XYZ format:
```
43
Properties=species:S:1:pos:R:3
N -0.041 -0.328 0.725
C 0.431 -0.986 -0.529
C -0.310 -2.348 -0.531
C -1.196 -2.707 -1.776
O -2.313 -3.176 -1.148
C 1.840 -1.203 -0.805
N 2.829 0.025 -0.936
H -0.081 0.640 0.713
H 0.432 -0.584 1.551
H -0.033 -0.313 -1.312
H -0.981 -2.278 0.399
H 0.305 -3.200 -0.384
H -0.746 -3.396 -2.499
H -1.293 -1.688 -2.421
H -3.109 -2.677 -1.532
H 1.934 -1.486 -1.864
H 2.414 -1.850 -0.126
H 3.372 -0.232 -1.725
H 3.350 0.141 -0.112
H 0.609 0.301 4.125
H 1.463 0.878 2.871
O 0.761 0.239 3.223
H -0.991 -0.540 3.671
H -1.412 -1.001 2.434
O -1.807 -0.696 3.212
H 0.641 2.309 -0.529
H 0.637 3.874 -0.308
O 1.201 3.096 -0.256
H -2.070 1.892 2.963
H -0.719 1.590 2.619
O -1.200 2.302 3.085
H -2.787 0.473 -0.470
H -3.846 -0.002 -1.542
O -3.591 0.629 -0.902
H 1.726 1.999 1.042
H 3.308 2.268 1.331
O 2.578 1.670 1.543
H 0.247 2.606 -2.502
H 0.542 1.190 -2.239
O -0.146 1.913 -2.012
H 1.708 -0.494 -3.039
H 0.465 -1.061 -3.720
O 0.868 -0.197 -3.504
```

Computed properties:
- Energy above the lowest of the compared OMol25 structures with the same formula, charge and spin: 5.088 eV
- 2S+1: 1
- E_HOMO: -9.572 eV
- Molecular weight: 248.27 u
- SMILES string: NC[C@H](N)CCO.O.O.O.O.O.O.O.O

Atom charges from the natural (NBO) analysis, given in e for atoms 1 to 4:
1 N -0.87
2 C -0.12
3 C -0.43
4 C -0.05



The molecule C3H4N2O, computed with ωB97M-V/def2-TZVPD.

The geometry in XYZ format:
```
10
Properties=species:S:1:pos:R:3
O 1.861 0.822 -0.406
C 0.619 0.291 -0.224
C 0.167 -0.633 0.691
N -1.176 -0.740 0.460
N -1.603 0.036 -0.539
C -0.518 0.651 -0.984
H 2.394 0.693 0.390
H 0.697 -1.177 1.470
H -1.870 -1.227 1.004
H -0.570 1.284 -1.862
```

Computed properties:
- Energy above the lowest of the compared OMol25 structures with the same formula, charge and spin: 1.322 eV
- 2S+1: 1
- E_HOMO: -8.726 eV
- Molecular weight: 84.08 u
- SMILES string: Oc1cn[nH]c1

Atom charges from the natural (NBO) analysis, given in e for atoms 1 to 4:
1 O -0.67
2 C 0.18
3 C -0.16
4 N -0.33



The molecule C4H8N2O, computed with ωB97M-V/def2-TZVPD.

The geometry in XYZ format:
```
15
Properties=species:S:1:pos:R:3
N -2.026 -0.803 0.705
C -0.879 -0.972 1.405
O -0.800 -1.508 2.497
C 0.376 -0.470 0.688
N 0.064 0.335 -0.488
C 0.977 0.320 -1.614
C 0.858 1.520 -0.752
H -2.901 -1.055 1.136
H -1.993 -0.245 -0.137
H 0.964 0.083 1.430
H 0.958 -1.360 0.416
H 1.891 -0.267 -1.521
H 0.511 0.292 -2.596
H 1.692 1.733 -0.083
H 0.308 2.397 -1.085
```

Computed properties:
- Energy above the lowest of the compared OMol25 structures with the same formula, charge and spin: 1.687 eV
- 2S+1: 1
- E_HOMO: -9.323 eV
- Molecular weight: 100.12 u
- SMILES string: NC(=O)CN1CC1

Atom charges from the natural (NBO) analysis, given in e for atoms 1 to 4:
1 N -0.83
2 C 0.66
3 O -0.62
4 C -0.33



The ion C6H10NS with charge +1 in a non-equilibrium geometry, computed with ωB97M-V/def2-TZVPD.

The geometry in XYZ format:
```
18
Properties=species:S:1:pos:R:3
C -1.997 0.454 0.693
C -2.006 -0.110 1.891
C 0.402 0.670 1.348
C 0.516 0.018 0.068
C 1.464 0.579 -0.981
C 0.191 -1.494 -0.129
N -0.724 0.852 0.222
S -0.477 -0.213 2.800
H -2.798 0.815 0.048
H -2.931 -0.221 2.459
H 1.044 1.448 1.726
H 1.207 0.354 -2.009
H 2.354 0.023 -0.722
H 1.641 1.629 -0.650
H -0.225 -1.941 -1.093
H -0.566 -1.759 0.670
H 1.042 -2.165 0.029
H -0.743 1.790 -0.290
```

Computed properties:
- Energy above the lowest of the compared OMol25 structures with the same formula, charge and spin: 1.384 eV
- Charge: +1
- 2S+1: 1
- E_HOMO: -13.398 eV
- Molecular weight: 128.22 u
- SMILES string: CC1(C)[C@@H]2SC=C[N@@H+]21

Atom charges from the natural (NBO) analysis, given in e for atoms 1 to 4:
1 C -0.10
2 C -0.33
3 C -0.13
4 C 0.11



The ion C5H13N4 with charge +1 in a non-equilibrium geometry, computed with ωB97M-V/def2-TZVPD.

The geometry in XYZ format:
```
22
Properties=species:S:1:pos:R:3
C 1.414 -1.108 0.392
C 0.310 -1.858 0.175
C 1.852 0.087 -0.172
C 2.915 0.806 0.487
C -2.816 0.645 0.773
N -0.814 -1.300 -0.189
N -0.899 0.026 -0.734
N 1.452 0.495 -1.322
N -2.372 0.499 -0.633
H 2.048 -1.440 1.210
H 0.237 -2.876 0.448
H 3.854 0.120 0.448
H 2.664 1.010 1.477
H 3.164 1.809 0.162
H -2.643 -0.208 1.387
H -2.354 1.523 1.307
H -3.886 0.857 0.805
H -1.492 -2.017 -0.434
H 2.092 1.231 -1.612
H 0.545 0.305 -1.755
H -3.004 -0.115 -1.141
H -2.266 1.507 -1.077
```

Computed properties:
- Energy above the lowest of the compared OMol25 structures with the same formula, charge and spin: 4.070 eV
- Charge: +1
- 2S+1: 1
- E_HOMO (alpha / beta): -11.438 / -11.438 eV
- Molecular weight: 129.19 u

Atom charges from the natural (NBO) analysis, given in e for atoms 1 to 4:
1 C -0.45
2 C 0.13
3 C 0.37
4 C -0.68



> Look up the energy above the lowest of the compared OMol25 structures with the same formula, charge and spin of the third one.

1.322 eV